Entry from OMol25: a structure of composition C21H56BaF3N3O29P5 in a non-equilibrium geometry (wB97M-V/def2-TZVPD).

Geometry as XYZ:
```
118
Properties=species:S:1:pos:R:3:forces:R:3
O 8.32491 6.50726 -0.36007 -0.15 -1.31 -1.12
H 9.30124 6.22641 -3.66197 0.23 -0.93 -0.03
H -3.07942 -7.08217 -1.81359 -0.48 -0.18 0.12
H -8.58539 6.95620 -0.58475 0.18 -0.18 0.40
C 2.79591 -5.65624 6.33120 -0.94 -0.07 -0.49
O 3.37305 -4.68433 5.43356 -0.42 -0.03 -0.38
C -2.35508 -11.27038 0.61670 0.91 -1.40 -1.01
H -2.48394 -11.45859 -0.44917 -0.66 0.74 -0.18
F 6.34576 -1.29437 -6.86577 1.55 -1.06 -0.70
O -0.82894 0.92612 -1.26312 -0.54 -0.20 -0.20
H -9.76449 6.12247 0.54989 -0.21 0.65 -0.33
P -3.54766 -8.92524 0.23177 0.33 -0.06 -1.14
H -2.63026 7.72963 -0.87112 0.19 -0.49 0.34
C -7.41930 2.71444 -2.63775 0.57 -0.44 0.08
H 5.15018 -4.24178 3.20570 -0.24 0.00 0.05
H 2.24066 -2.32128 -4.98431 0.30 -0.16 0.09
O -2.68158 -9.98808 1.11183 -0.40 1.74 -0.70
N -1.32762 0.29853 -0.31799 1.60 0.30 -0.13
H 1.58568 2.72868 6.46304 -0.09 0.25 0.22
H 5.61984 3.29845 -1.36730 -0.43 0.01 0.11
H 3.32124 -6.59970 6.18282 0.25 0.23 0.67
H -1.50844 -0.44921 10.50491 0.13 -0.08 0.23
H -11.70130 2.00934 0.06100 0.22 0.36 0.24
P 2.56179 -4.28872 4.12353 0.82 0.01 -1.15
C 0.88995 -1.69344 -6.44616 0.30 1.25 -0.62
H 0.23606 -0.74732 10.34408 0.16 0.60 0.04
H -4.97288 -9.54810 2.28066 -0.07 0.18 -0.04
C 2.27787 -2.23087 -6.06992 -1.31 -0.49 1.80
H 0.02607 4.60789 -7.31585 0.16 0.05 -0.12
H 1.75105 -5.85584 6.09342 -0.09 0.06 -0.51
N -2.98461 7.73227 -2.85214 -1.40 0.15 0.19
H -10.42096 1.48181 -1.00349 0.73 0.14 0.45
O 2.86319 -5.53139 3.11133 0.25 0.72 1.99
H -7.77685 2.17613 -3.51551 -0.33 0.71 -0.26
H -1.68920 -7.94976 -2.30201 0.12 -0.17 -0.14
C 4.71557 -3.26868 2.97704 0.82 0.32 -0.88
H -1.15498 7.43171 -1.83450 -0.19 -0.31 0.02
P -8.56555 3.44693 -0.34337 0.38 1.46 -0.56
O 0.51294 1.13789 7.16554 -2.61 -0.31 0.61
F 5.20102 0.46289 -6.98069 -0.61 0.73 -0.18
O -3.62513 -7.51411 0.72328 0.48 -2.01 -0.32
H -1.37076 4.47038 6.66433 0.32 -0.13 -0.19
C -10.93766 2.36599 -0.63019 -0.50 -0.16 -0.48
C 10.86862 5.16929 -1.22965 -0.24 0.48 -0.25
N 1.86478 4.63568 -8.34851 -0.90 2.08 -2.00
H 10.70750 6.17878 -0.85137 -0.20 -0.18 0.38
O -10.13194 3.40585 -0.01762 0.16 -0.68 -0.83
O -4.94692 -9.69577 0.18021 -0.02 1.13 -0.28
C -1.90530 3.58640 7.01209 -0.85 2.12 -1.03
H 1.46349 2.63070 8.27314 -0.05 0.16 -0.15
H 2.69041 -5.23095 7.32924 0.97 -0.21 0.05
O -7.77131 2.40409 0.32796 -0.11 0.59 -0.23
P 8.16811 5.31134 -1.22911 1.50 0.00 -1.42
O 7.53491 5.54466 -2.73235 0.12 -1.12 1.93
O 1.12879 -4.03351 4.31869 0.37 0.23 -0.11
O -1.36367 0.79009 0.80589 -0.57 1.49 1.89
H 2.52482 1.56537 7.36689 -0.21 -0.31 0.01
H 11.36588 4.54287 -0.48909 -0.15 0.01 -0.08
H 7.94442 7.12516 -3.88843 -0.53 0.00 -0.61
F 6.37021 0.11909 -5.21958 -0.30 -0.46 0.06
C 5.86667 4.16197 -0.74964 -2.53 0.06 -0.77
H -2.17234 3.00311 6.13087 0.08 -0.37 0.32
O -3.00886 -9.12001 -1.31408 -1.18 -0.75 2.95
C 1.07379 4.71364 -7.03440 -0.29 -1.13 -1.09
H 5.48409 5.05718 -1.23988 0.08 0.04 -0.19
O -1.12335 2.98028 7.98416 1.00 -2.67 1.10
H 2.28326 -6.56164 1.43916 -0.21 -0.01 0.36
H 11.50337 5.32185 -2.10252 0.00 -0.47 -0.11
H -0.85588 -1.09096 9.04838 0.08 0.45 -0.53
H 1.69449 -4.87586 1.49159 -0.32 -0.10 0.39
C 1.56403 2.07935 7.33826 0.56 0.34 -0.01
C 2.50952 -5.54621 1.76445 -0.12 0.24 -1.70
H -5.71281 -10.93760 1.50248 -0.30 0.02 0.44
H 1.34631 3.78701 -6.52923 0.15 0.43 0.51
C 8.23779 6.07616 -3.84801 0.39 1.72 0.66
H 8.02336 5.54740 -4.77674 -0.01 -0.12 0.37
H -7.00268 1.89629 -2.05025 0.08 0.35 0.54
H 3.32988 -5.22729 1.12149 0.37 0.08 0.22
C -2.76752 -8.05817 -2.18541 1.02 1.33 -0.70
O 7.22254 4.16021 -0.61249 3.73 1.02 -0.27
H -1.28067 -11.44174 0.68291 0.05 0.23 0.69
O 2.92306 5.28148 -8.39672 -1.61 -1.77 0.11
H 1.20974 5.65911 -6.50934 0.62 -0.38 -0.16
O -1.67473 -0.87798 -0.41334 -1.12 -1.93 -1.00
O -0.56328 0.98543 9.46772 -0.06 1.39 -1.69
H -9.69403 5.75159 -1.20211 -0.08 -0.02 0.06
H 2.36145 -3.24991 -6.44764 0.82 0.21 -0.38
H -2.87375 -12.09811 1.10039 -0.17 0.43 0.49
H 5.43424 -2.49633 3.25108 -0.35 0.07 0.79
Ba -4.62599 -2.07396 3.46268 0.91 0.48 -0.58
O -2.10634 0.61198 7.39653 1.80 0.85 0.22
H -6.65179 3.45755 -2.85415 0.05 -0.31 -0.30
C -0.65084 -0.36715 9.83716 -0.80 -1.48 0.79
P -0.93261 1.37345 7.93929 0.70 -0.45 -0.18
C 4.53263 -1.34782 -5.60955 -3.14 -3.59 3.36
H -11.43947 2.72888 -1.52718 -0.01 0.52 0.18
C 5.61956 -0.47534 -6.15182 0.10 1.10 -0.28
H 4.66706 -3.10944 1.89982 -0.31 -0.48 -0.15
H -2.39480 6.07104 -1.63065 0.06 0.28 0.15
H 0.79636 -0.66604 -6.09431 0.15 0.17 -0.09
C -2.19391 7.14131 -1.67832 -0.71 0.77 -0.96
O -4.19110 7.42936 -2.95962 2.28 0.17 0.19
O 9.62785 4.56632 -1.67100 -2.15 1.08 1.24
C -9.11756 6.04149 -0.32362 -0.42 -0.41 0.11
O -8.48157 3.40039 -1.97680 -0.76 -0.20 1.67
O 3.36602 -1.34102 -6.37802 1.90 0.38 0.20
H -3.18749 -8.25682 -3.17145 -0.22 -0.10 0.22
H -6.59740 -9.40804 1.53372 0.24 0.33 -0.52
O 1.26445 4.14982 -9.35130 1.88 0.70 2.77
O -8.19966 5.00333 0.05757 0.11 -2.48 -0.67
H 0.02173 -2.17174 -5.99281 0.55 -0.66 0.31
O 3.42285 -3.05017 3.53223 -1.00 -1.05 0.86
O -2.42589 8.58827 -3.50835 -0.23 -0.60 0.08
H 0.68071 -1.68333 -7.51584 0.28 -0.01 -0.10
H -2.78809 4.03322 7.46940 -0.30 -0.50 0.07
C -5.60655 -9.85416 1.44825 0.29 -1.35 0.19
O 4.71830 -2.07776 -4.61117 -0.58 2.60 -3.44
H 5.34160 4.12562 0.20485 0.33 -0.28 0.18
```
Positions in Å, forces in eV/Å.

Values from the calculation:
HOMO level: -9.06 eV
Strongest force on any atom: 5.83 eV/Å
Orbital gap: 0.088 Ha
LUMO: -0.245 Ha
Net charge: +1